[1]
A molecular structure, C49H34Cl8N5O4S2Y at a distorted geometry. Source: OMol25; level of theory: ωB97M-V/def2-TZVPD.

ΔE to the lowest compared entry with this formula, charge and spin: 170.82 kcal per mole
Maximum force: 5.365 eV Å⁻¹
HOMO-LUMO gap (spin up / spin down): 8.1 / 5.3 eV
E_LUMO (spin up / spin down): 0.17 / 0.33 eV
Electronic energy: -189895.9782 eV

```
103
Properties=species:S:1:pos:R:3:forces:R:3:lowdin_charge:R:1
Y 0.0612 -0.0037 0.0509 1.7 0.2 0.2 1.231
C -0.9788 3.9855 2.1744 0.1 0.0 0.2 -0.097
C -0.3739 5.0052 1.4274 -0.1 0.1 0.2 -0.069
C 0.3472 4.6809 0.3193 0.1 0.0 -0.1 -0.027
C 0.4840 3.3270 -0.0685 -0.1 -0.6 0.0 -0.221
N -0.1214 2.3361 0.6548 -0.3 0.7 0.5 -0.019
C -0.8363 2.6899 1.7481 0.9 0.5 0.3 -0.224
C 1.2339 2.8641 -1.1943 -0.4 0.6 0.7 -0.231
C 1.8855 3.8355 -1.9709 0.4 0.1 -0.6 -0.043
C 2.6321 3.4973 -3.0599 -0.1 -0.3 0.1 -0.070
C 2.7024 2.1105 -3.3457 0.2 0.6 -0.2 -0.039
C 2.0488 1.2306 -2.5527 -0.2 -1.1 0.1 -0.231
N 1.2706 1.4967 -1.4328 1.0 2.2 -1.1 0.021
C 2.1157 -0.2155 -2.8441 -0.5 0.6 0.9 -0.205
C 2.7833 -0.8696 -3.8645 0.0 0.1 -0.1 -0.016
C 2.6991 -2.2515 -3.9315 0.0 -0.1 0.1 -0.063
C 1.9522 -2.9270 -2.9801 0.1 0.3 -0.1 -0.032
C 1.3176 -2.1848 -1.9884 0.0 -0.9 -0.7 -0.130
N 1.3911 -0.8587 -1.9169 0.5 -1.5 -0.5 0.023
H -1.5569 4.2055 3.0617 0.0 0.0 0.0 0.098
H -0.4717 6.0413 1.7272 0.0 0.0 0.0 0.106
H 0.8140 5.4758 -0.2385 0.0 0.0 -0.1 0.093
H -1.2841 1.8726 2.2812 0.2 0.0 0.1 0.037
H 1.8067 4.8785 -1.7161 -0.1 0.0 0.1 0.092
H 3.1363 4.2387 -3.6621 0.0 0.0 0.0 0.098
H 3.2729 1.7532 -4.1904 0.0 0.0 0.0 0.098
H 3.3587 -0.3200 -4.5954 0.0 0.0 0.0 0.102
H 3.2110 -2.7896 -4.7200 0.0 0.0 0.0 0.106
H 1.8595 -4.0053 -2.9984 0.0 0.0 0.0 0.104
H 0.6559 -2.5522 -1.1100 4.1 0.8 -3.4 -0.011
Cl -3.2742 -5.9177 -3.0031 -0.1 -0.1 -0.1 0.685
C -2.2555 -4.8794 -2.0914 0.0 0.0 0.0 -0.711
C -2.3966 -3.4998 -2.1841 -0.1 -0.1 -0.1 -0.684
Cl -3.5912 -2.8182 -3.2107 -0.1 0.0 -0.1 0.725
C -1.5685 -2.6815 -1.4442 0.0 0.2 0.3 -0.480
Cl -1.7681 -0.9468 -1.5780 -0.4 -1.5 -1.0 0.834
C -0.5743 -3.1683 -0.5827 -0.9 1.4 3.1 -0.438
O 0.2496 -2.3188 0.1624 -3.8 -2.5 0.2 -0.281
C -0.4582 -4.5540 -0.5196 0.2 -0.2 0.3 -0.610
Cl 0.7582 -5.1882 0.5091 0.1 -0.1 0.1 0.745
C -1.2764 -5.4031 -1.2518 -0.1 0.1 -0.1 -0.698
Cl -1.0856 -7.0990 -1.1297 0.0 -0.2 0.0 0.703
O -0.7295 -0.3838 1.8863 -0.8 -0.5 2.0 -0.443
Cl -4.6299 -1.9213 5.8236 0.0 0.0 0.0 0.672
C -2.9617 -1.4599 5.9607 0.1 -0.1 0.0 -0.655
C -2.0629 -2.3075 6.5912 -0.1 -0.1 0.1 -0.088
C -0.7399 -1.9283 6.6875 0.0 -0.1 0.0 -0.016
C -0.2896 -0.7221 6.1664 0.2 0.2 -0.2 -0.189
C 1.1708 -0.3663 6.2816 0.0 -0.1 0.4 -0.292
C 2.0510 -1.2361 5.3855 0.3 0.0 -0.2 -0.046
N 2.0910 -0.7465 4.0196 0.2 -0.1 0.0 -0.053
C 3.0274 0.1133 3.4764 -0.2 0.0 0.1 -0.048
C 2.6311 0.3066 2.1910 0.2 0.1 0.0 -0.111
N 1.4892 -0.4058 1.9400 1.4 -0.2 0.0 -0.036
C 1.1981 -1.0420 3.0611 0.3 0.0 -0.2 -0.138
O 1.5754 -0.5648 7.6349 0.1 -0.2 0.0 -0.115
C 2.2231 0.5637 8.1947 0.0 0.0 0.1 -0.159
C 1.3105 1.7525 8.3050 0.3 0.1 -0.1 -0.332
C 0.1499 1.7777 9.0104 -0.3 -0.1 0.1 -0.972
Cl -0.5203 0.4990 9.9364 0.0 0.0 0.0 0.682
S -0.6735 3.2753 8.8974 0.0 0.0 0.0 1.002
C 0.5543 3.9118 7.8913 -0.1 0.1 0.0 -0.416
C 1.5351 3.0055 7.6633 0.1 0.0 -0.1 -0.157
C -1.2147 0.1070 5.5528 0.0 0.1 -0.1 -0.546
Cl -0.7424 1.6435 4.8978 0.0 0.0 0.1 0.808
C -2.5481 -0.2523 5.4416 -0.2 0.1 -0.1 -0.114
H -2.3957 -3.2483 7.0052 0.0 0.0 0.0 0.108
H -0.0412 -2.5816 7.1943 0.1 0.0 0.0 0.129
H 1.3173 0.6776 6.0024 0.0 0.0 -0.1 0.105
H 1.7108 -2.2710 5.3629 -0.1 0.0 0.1 0.139
H 3.0699 -1.2451 5.7720 0.0 0.1 0.0 0.138
H 3.8612 0.4929 4.0396 0.0 0.0 0.0 0.115
H 3.0954 0.9135 1.4303 0.0 0.0 0.0 0.108
H 0.3639 -1.7034 3.2127 0.0 0.0 -0.1 0.142
H 3.1098 0.8279 7.6041 0.0 0.1 0.0 0.130
H 2.5749 0.2559 9.1798 -0.1 -0.1 0.0 0.133
H 0.4830 4.9189 7.5157 0.0 0.0 0.0 0.069
H 2.3948 3.2157 7.0417 0.0 -0.1 0.0 0.116
H -3.2526 0.4058 4.9553 0.0 0.0 0.0 0.106
O -2.3840 0.6155 1.2155 -1.6 0.6 -1.8 -0.541
S -2.6032 1.2619 -0.1275 -2.7 0.8 0.8 0.918
C -4.2075 0.6178 -0.6871 0.2 -0.2 -0.4 -0.396
C -5.0940 0.1488 0.2583 0.0 -0.1 0.3 -0.058
C -6.3246 -0.3440 -0.1469 0.0 0.0 -0.1 -0.060
C -6.6553 -0.3689 -1.4937 0.0 0.0 0.0 -0.076
C -5.7507 0.0962 -2.4383 -0.1 0.0 0.0 -0.089
C -4.5217 0.5866 -2.0352 0.1 0.2 -0.1 -0.134
C -3.3814 2.8751 0.1654 0.6 0.2 -0.3 -0.348
C -3.5436 3.7303 -0.9099 0.1 0.0 -0.2 -0.071
C -4.1391 4.9645 -0.7191 -0.1 0.1 0.1 -0.069
C -4.5662 5.3368 0.5487 0.0 0.0 0.0 -0.073
C -4.3927 4.4725 1.6191 -0.1 0.1 -0.1 -0.067
C -3.7924 3.2399 1.4274 -0.2 -0.3 0.3 -0.088
H -4.8248 0.1628 1.3071 0.1 0.0 0.0 0.117
H -7.0236 -0.7119 0.5919 0.0 0.0 0.0 0.108
H -7.6150 -0.7563 -1.8081 0.0 0.0 0.0 0.105
H -6.0018 0.0700 -3.4903 0.0 0.0 0.0 0.108
H -3.8144 0.9394 -2.7780 0.0 0.0 0.0 0.109
H -3.2079 3.4432 -1.9003 0.0 0.0 0.0 0.116
H -4.2699 5.6354 -1.5572 0.0 0.0 0.0 0.107
H -5.0329 6.3008 0.7013 0.0 0.0 0.0 0.104
H -4.7203 4.7588 2.6097 0.0 0.0 0.0 0.110
H -3.6513 2.5646 2.2624 0.1 0.0 0.0 0.120
```
Forces are in eV/Å.

=====

[2]
5 unconnected molecules or ions with the total composition H10O5 at a distorted geometry. Source: OMol25; level of theory: ωB97M-V/def2-TZVPD.

ΔE to the lowest compared entry with this formula, charge and spin: 22.17 kcal per mole
Maximum force: 3.419 eV Å⁻¹
HOMO-LUMO gap: 12.0 eV
SMILES: O.O.O.O.O
E_LUMO: 0.45 eV
Electronic energy: -10399.8883 eV

```
15
Properties=species:S:1:pos:R:3:forces:R:3:lowdin_charge:R:1
O -0.9823 -1.0032 1.4074 -2.5 0.7 -2.3 -0.110
H -1.5172 -0.2306 1.7102 0.8 -0.6 0.3 0.070
H -1.5617 -1.1777 0.5695 1.8 0.0 1.7 0.090
O 0.9619 0.0742 -2.9905 -0.8 -0.2 -1.2 -0.053
H 1.0628 -0.3569 -2.1475 0.5 0.0 0.7 -0.012
H 1.3953 0.9207 -2.9537 0.4 0.3 0.2 0.034
O -1.7618 0.0527 -1.4029 1.0 0.3 0.2 -0.068
H -0.8092 0.2758 -1.5253 -0.9 -0.3 0.0 0.010
H -2.0885 0.0253 -2.3038 -0.1 -0.1 -0.2 0.043
O 0.4750 0.4201 3.3642 0.3 0.5 0.7 -0.050
H 0.6538 -0.0678 2.5729 -0.1 -0.6 -0.8 -0.021
H 1.3334 0.4127 3.8060 -0.2 0.2 0.1 0.046
O 1.2709 0.0699 -0.2737 -1.3 0.4 1.2 -0.080
H 0.6959 -0.3812 0.4001 0.5 0.0 -0.7 0.030
H 0.8718 0.9662 -0.2328 0.6 -0.5 -0.1 0.071
```
Forces are in eV/Å.

=====

[3]
A molecular structure, C27H42N4PtSi2Te. Source: OMol25; level of theory: ωB97M-V/def2-TZVPD.

2S+1: 3
Total charge: +2
ΔE to the lowest compared entry with this formula, charge and spin: 30.86 kcal per mole
Maximum force: 0.830 eV Å⁻¹
HOMO-LUMO gap (spin up / spin down): 8.3 / 6.8 eV
Expectation value of S²: 2.011
E_LUMO (spin up / spin down): -4.96 / -7.10 eV
Electronic energy: -60923.7564 eV

```
77
Properties=species:S:1:pos:R:3:forces:R:3:mulliken_spin:R:1
Pt 1.0276 -0.5977 -0.4119 -0.5 -0.6 0.1 1.098
C 1.8408 -3.5587 -1.5130 0.3 0.0 -0.3 -0.040
C 2.8979 -2.5410 -1.9848 -0.2 -0.2 0.0 0.076
C 2.3573 -1.5651 -2.9891 0.4 -0.2 -0.2 -0.013
C 2.5736 -1.7164 -4.3541 -0.1 0.1 0.1 0.005
C 2.1087 -0.7547 -5.2342 0.0 0.0 0.2 -0.001
C 1.4478 0.3521 -4.7216 0.0 -0.1 0.1 -0.001
C 1.2511 0.4246 -3.3569 0.0 0.4 -0.4 -0.013
N 1.6855 -0.5134 -2.5210 -0.4 0.1 0.7 0.122
N 1.1620 -3.0975 -0.2995 0.0 0.1 0.1 0.123
C -0.1830 -3.6483 -0.1695 -0.1 0.0 0.1 0.003
C -1.2207 -2.8412 -0.9104 -0.3 -0.1 0.1 0.010
C -2.5583 -3.2337 -0.8889 0.1 0.1 -0.1 0.006
C -3.4979 -2.4538 -1.5393 0.2 0.1 0.0 0.004
C -3.0711 -1.3278 -2.2336 0.2 0.0 0.0 0.005
C -1.7290 -1.0058 -2.1893 -0.4 -0.1 -0.4 -0.004
N -0.8306 -1.7320 -1.5273 0.3 0.0 0.4 0.097
C 1.9476 -3.3885 0.9003 0.1 0.1 0.0 0.011
C 1.5785 -2.4764 2.0398 0.0 -0.3 0.2 -0.007
C 1.4346 -2.9619 3.3335 0.0 0.1 -0.2 0.004
C 1.1671 -2.0811 4.3677 0.0 0.2 -0.2 0.006
C 1.0806 -0.7278 4.0746 0.1 -0.1 -0.1 -0.005
C 1.2502 -0.3222 2.7628 0.0 0.3 0.3 -0.001
N 1.4640 -1.1748 1.7631 -0.4 0.2 -0.5 0.069
H 2.3268 -4.5257 -1.3340 -0.1 0.0 0.0 0.000
H 1.1015 -3.7032 -2.3033 0.0 0.0 0.1 -0.001
H 3.7469 -3.0727 -2.4130 0.0 0.1 0.0 -0.001
H 3.2397 -1.9632 -1.1152 0.2 -0.2 -0.2 -0.006
H 3.1210 -2.5719 -4.7110 0.1 -0.1 -0.1 0.001
H 2.2809 -0.8509 -6.2939 0.0 0.0 -0.1 0.000
H 1.1030 1.1420 -5.3657 -0.1 0.1 -0.1 0.000
H 0.7620 1.2778 -2.9063 -0.1 0.0 0.0 0.006
H -0.4664 -3.6521 0.8892 0.1 0.0 -0.1 0.001
H -0.2144 -4.6909 -0.5189 0.0 0.1 0.1 0.002
H -2.8503 -4.1187 -0.3441 0.0 -0.1 0.0 0.000
H -4.5455 -2.7069 -1.5006 -0.1 -0.1 0.0 0.000
H -3.7577 -0.7019 -2.7815 -0.1 0.0 0.0 0.001
H -1.3519 -0.1426 -2.7241 0.0 0.1 0.0 0.011
H 3.0032 -3.2031 0.6742 -0.1 -0.1 0.0 -0.001
H 1.8346 -4.4386 1.2029 0.1 0.1 0.0 0.002
H 1.5240 -4.0212 3.5098 0.0 -0.1 0.1 0.000
H 1.0357 -2.4336 5.3774 0.0 -0.1 0.1 0.000
H 0.8923 -0.0045 4.8507 0.0 0.1 0.0 0.001
H 1.2347 0.7268 2.4928 -0.1 0.0 0.0 -0.003
C -3.6865 -0.0249 2.4602 0.0 0.8 0.0 0.001
Si -3.3978 1.8528 2.2547 0.1 0.0 -0.1 0.012
C -3.9388 2.9562 3.7021 0.2 -0.6 -0.5 0.004
C -4.1468 2.4655 0.6101 0.3 -0.3 0.6 0.010
C -1.4549 1.9149 2.0892 -0.8 -0.1 0.0 0.026
Te -1.0454 1.1306 0.1433 0.7 0.4 -0.1 0.315
C -0.2393 2.9457 -0.6540 0.7 -0.1 0.2 -0.004
Si 1.5972 3.4310 -0.2286 -0.3 -0.1 0.1 0.004
C 2.7530 1.9109 -0.3960 -0.3 0.5 0.1 0.056
C 1.6252 3.9823 1.5920 0.0 -0.1 -0.7 0.002
C 2.0548 4.7911 -1.4718 -0.1 -0.5 0.6 0.004
H -4.7286 -0.2877 2.3128 -0.2 -0.1 -0.1 0.000
H -3.4079 -0.3645 3.4544 0.1 0.0 0.2 0.000
H -3.0957 -0.5897 1.7356 0.0 0.0 -0.1 0.000
H -5.0143 2.8770 3.8371 -0.2 0.0 0.0 0.001
H -3.7152 4.0025 3.5085 0.1 0.1 -0.1 0.000
H -3.4688 2.6839 4.6431 0.1 -0.1 0.1 0.000
H -5.2291 2.5233 0.6789 -0.2 0.0 0.1 0.002
H -3.9048 1.7984 -0.2180 -0.1 0.0 0.0 -0.003
H -3.7920 3.4607 0.3536 0.1 0.2 0.0 0.000
H -1.0120 1.2891 2.8579 0.1 -0.1 0.1 0.000
H -1.0538 2.9184 2.1737 0.2 0.1 -0.2 -0.009
H -0.9016 3.7290 -0.2922 -0.1 0.1 0.0 0.006
H -0.3818 2.8830 -1.7311 0.0 0.0 -0.1 0.000
H 2.1887 0.9430 -0.3297 0.4 0.5 0.1 0.005
H 3.4850 1.9009 0.4073 0.1 0.0 0.2 0.003
H 3.3069 1.9085 -1.3303 0.0 -0.1 -0.2 -0.002
H 1.3705 3.1786 2.2784 -0.1 -0.2 0.0 0.000
H 0.9407 4.8045 1.7771 -0.2 0.1 0.0 0.000
H 2.6156 4.3331 1.8661 0.2 0.0 0.0 0.000
H 2.0348 4.4531 -2.5047 0.0 -0.2 -0.1 0.000
H 3.0566 5.1564 -1.2693 0.2 0.1 0.0 0.000
H 1.3819 5.6405 -1.3933 -0.1 0.1 0.1 0.000
```
Forces are in eV/Å.

=====

- The highest maximum force belongs to which entry?
  C49H34Cl8N5O4S2Y